[1]
{"formula": "C2H6O2P3", "method": "the ωB97M-V functional and the def2-TZVPD basis", "charge": -1, "gap_ev": 6.0095, "elements": ["C", "C", "O", "O", "P", "P", "P", "H", "H", "H", "H", "H", "H"], "coordinates": [[1.584058, 2.638116, 1.212783], [-0.407562, -0.467470, 0.668899], [1.293790, 2.738837, 2.310213], [2.075499, 2.536274, 0.210799], [1.436381, -0.932794, 0.701007], [-0.529478, 1.406994, 0.445326], [-0.929615, -0.848290, -1.150068], [1.592367, -1.931370, 1.657076], [1.620631, -1.833958, -0.370679], [-1.942455, 1.483822, 0.540187], [-0.611200, 1.518207, 1.883482], [-2.305440, -0.403889, -1.073946], [-1.454557, -2.216768, -1.315987]], "atomic_forces_ev_per_a": [[0.1, 0.0, 1.9], [0.6, -0.8, -2.1], [-0.8, 0.8, 3.0], [2.4, 0.1, -4.6], [-0.7, 1.4, -0.2], [-1.4, -1.3, 1.8], [-0.7, -0.4, 0.5], [-0.4, -0.6, 0.4], [-0.1, -0.1, -0.2], [-0.2, 0.0, -0.5], [0.2, 0.4, -0.6], [0.5, 0.0, 0.0], [0.5, 0.5, 0.6]]}

=====

[2]
{"formula": "C2H6O2PS", "method": "the ωB97M-V functional and the def2-TZVPD basis", "charge": -1, "gap_ev": 5.0444, "elements": ["C", "C", "O", "O", "P", "S", "H", "H", "H", "H", "H", "H"], "coordinates": [[1.175662, -0.915675, -0.383586], [-0.898283, 1.072931, 0.577564], [-1.901030, 1.004314, -0.333148], [-1.489403, -1.437476, -0.178792], [0.913741, 0.863392, -0.152471], [-1.955453, -0.348366, 0.607129], [0.359090, -1.422772, -0.825691], [1.562610, -1.353217, 0.663929], [1.990762, -0.887456, -1.017227], [-1.017288, 1.868502, 1.234493], [1.012786, 0.656358, 1.446818], [0.246809, 0.899467, -1.639013]], "atomic_forces_ev_per_a": [[0.9, -0.6, 3.3], [3.6, -1.2, -1.6], [-3.3, 0.4, -1.7], [0.2, -2.5, -0.8], [-1.8, 1.2, 1.2], [-0.9, 2.1, 1.0], [-0.3, -0.5, -0.1], [-1.1, 0.7, -2.3], [1.9, -0.4, -1.7], [0.1, 1.2, 1.8], [0.5, -0.1, 0.4], [0.2, -0.3, 0.4]]}

=====

[3]
{"formula": "C2H6O2S", "method": "the ωB97M-V functional and the def2-TZVPD basis", "charge": 0, "gap_ev": [9.4481, 8.5445], "elements": ["C", "C", "O", "O", "S", "H", "H", "H", "H", "H", "H"], "coordinates": [[0.764060, 0.499912, -1.075458], [-0.160961, -0.025912, -0.009032], [1.223108, -2.290131, 0.593768], [1.858037, -0.222827, 1.805736], [0.829592, -1.058619, 1.237886], [1.490474, 1.187133, -0.649645], [1.290276, -0.321065, -1.562656], [0.186962, 1.033599, -1.830912], [-0.910265, -0.711510, -0.395212], [-0.621596, 0.756235, 0.586469], [-1.409284, -1.292357, 2.938994]], "atomic_forces_ev_per_a": [[0.2, 0.0, -0.1], [0.4, -0.5, 0.5], [-0.2, -0.2, -0.2], [0.1, 0.4, 0.2], [-0.7, 0.3, -0.4], [0.1, 0.0, 0.0], [0.0, 0.1, 0.0], [0.0, 0.0, 0.0], [0.0, -0.1, 0.1], [0.0, 0.0, 0.1], [0.3, 0.0, -0.2]]}

=====

[4]
{"formula": "C2H6O2Si", "method": "the ωB97M-V functional and the def2-TZVPD basis", "smiles": "C[SiH]=O.C=O", "charge": 0, "gap_ev": 10.1255, "elements": ["C", "C", "O", "O", "Si", "H", "H", "H", "H", "H", "H"], "coordinates": [[2.504070, -0.043620, 0.196322], [-1.557525, 0.730227, 0.305304], [-1.209285, -2.311558, 0.084242], [1.651254, -0.126626, -0.599874], [-1.095459, -0.917467, -0.489247], [3.532677, -0.239289, -0.138863], [2.357519, 0.248195, 1.213853], [-1.315761, 1.464008, -0.458538], [-2.598027, 0.808389, 0.560290], [-1.076793, 0.974560, 1.192942], [-1.192670, -0.586824, -1.866427]], "atomic_forces_ev_per_a": [[2.7, 0.0, 0.5], [0.1, -0.9, -1.3], [0.4, -0.4, 0.3], [-3.1, -0.4, -1.9], [-1.0, 1.2, 1.0], [0.3, 0.0, 0.3], [-0.3, 0.2, 1.1], [0.0, 0.3, 0.0], [-0.7, -0.2, -0.2], [1.2, 0.4, 1.6], [0.4, -0.1, -1.4]]}

=====

[5]
{"formula": "C2H6O2Si", "method": "the ωB97M-V functional and the def2-TZVPD basis", "charge": 0, "gap_ev": 9.7993, "elements": ["C", "C", "O", "O", "Si", "H", "H", "H", "H", "H", "H"], "coordinates": [[1.021854, -1.266578, -1.163800], [1.061635, -0.094324, -0.554597], [-0.611888, 2.549293, 1.954922], [0.254177, 2.002041, 0.995686], [-0.186358, 0.432311, 0.708325], [1.892732, -1.643640, -1.840243], [0.197211, -1.856774, -1.030809], [2.020546, 0.524000, -0.473746], [-1.192652, 2.994894, 1.291922], [-2.207912, -0.234427, 0.110118], [-0.115435, -0.406889, 1.875411]], "atomic_forces_ev_per_a": [[3.5, 0.8, -1.6], [1.5, 1.1, 1.0], [-1.5, 1.1, -0.4], [0.9, -0.6, -0.9], [-2.2, -1.8, -1.4], [-1.7, 0.6, 1.4], [-2.0, -1.7, -0.1], [-1.3, -0.8, -0.7], [0.1, 0.0, 1.3], [2.8, 1.3, 0.7], [0.0, -0.1, 0.7]]}

=====

[6]
{"formula": "C2H6O2Si", "method": "the ωB97M-V functional and the def2-TZVPD basis", "charge": 0, "gap_ev": 8.0905, "elements": ["C", "C", "O", "O", "Si", "H", "H", "H", "H", "H", "H"], "coordinates": [[0.288390, -1.618989, 1.067874], [-0.695319, 1.205706, -0.456868], [1.047627, -0.651824, 1.592186], [1.444147, -0.482796, -1.444107], [0.127061, -0.498930, -0.506892], [0.808719, -2.560324, 0.844562], [-0.645243, -1.825116, 1.604929], [-1.412389, 1.300612, -1.268637], [-1.211394, 1.367654, 0.482911], [0.046357, 1.995923, -0.577432], [2.286561, -0.154682, -1.128747]], "atomic_forces_ev_per_a": [[0.0, -0.6, 0.6], [0.3, -0.4, -0.1], [-0.6, 0.8, -2.0], [0.2, -0.2, -0.5], [0.5, 0.7, 2.5], [-0.1, 0.0, -0.3], [-0.2, 0.0, -0.2], [-0.1, 0.0, -0.1], [-0.1, -0.1, 0.2], [0.1, -0.1, 0.0], [0.1, 0.1, 0.1]]}

=====

[7]
{"formula": "C2H6O2Sm", "method": "the ωB97M-V functional and the def2-TZVPD basis", "s2": 15.758, "charge": 1, "gap_ev": [3.9458, 11.2602], "multiplicity": 8, "elements": ["O", "Sm", "C", "C", "H", "H", "H", "H", "H", "O", "H"], "coordinates": [[-0.682813, -2.979581, 1.338025], [1.540880, -1.360258, 0.488482], [0.430274, -3.102938, -2.318041], [0.177180, -2.019771, -3.311704], [-1.120700, -3.028495, 0.386635], [0.103721, -4.133207, -2.511816], [0.064349, -1.039621, -2.819887], [0.989696, -1.956011, -4.048805], [-0.755178, -2.205813, -3.878862], [1.143114, -2.875422, -1.200142], [0.210626, -3.350941, 0.984438]], "atomic_forces_ev_per_a": [[1.8, -0.4, -4.5], [0.0, 0.3, 0.1], [2.5, 1.1, 3.4], [-0.7, 0.2, 0.2], [0.4, 0.2, 2.9], [0.2, 0.3, 0.2], [0.2, -0.4, -0.2], [0.0, -0.1, 0.2], [0.5, -0.1, 0.3], [-2.8, -0.8, -3.9], [-2.0, -0.2, 1.5]]}

=====

[8]
{"formula": "C2H6O2Sn", "method": "the ωB97M-V functional and the def2-TZVPD basis", "charge": 2, "gap_ev": 3.9487, "elements": ["Sn", "C", "C", "O", "O", "H", "H", "H", "H", "H", "H"], "coordinates": [[-18.244417, -1.355035, 1.992463], [-21.919525, 0.142204, 4.988862], [-22.535149, 0.881349, 3.683399], [-21.799419, 0.481620, 2.573100], [-20.490353, 0.165946, 5.101322], [-22.284657, -0.883434, 5.042157], [-22.283045, 0.648490, 5.883082], [-22.429986, 1.966028, 3.660980], [-23.562285, 0.570017, 3.493199], [-22.398263, -0.114904, 2.117973], [-20.168525, 0.919853, 5.600965]], "atomic_forces_ev_per_a": [[-0.6, 0.4, 0.4], [-0.2, 1.4, 0.3], [0.9, -0.2, 1.0], [0.7, -1.0, -1.4], [-0.4, -0.9, -1.2], [0.4, -0.1, -0.4], [-0.4, 0.1, -0.1], [-0.2, 0.0, 0.9], [-0.2, 0.2, 0.8], [0.3, -0.2, -0.6], [-0.3, 0.3, 0.1]]}

=====

Let's list energy above the lowest of the compared OMol25 structures with the same formula, charge and spin in order: 42.2, 184.6, 98.0, 55.1, 150.9, 48.8, 22.8, 84.4 kcal per mole.